one.
DFT (ωB97M-V/def2-TZVPD) results for a cluster of 2 separate species, H4NO2SSi in total.

HOMO (spin up / spin down) in eV: -3.40 / -3.40
Orbital gap (spin up / spin down) in eV: 6.81 / 6.82

```
! RIJCOSX wB97M-V def2-TZVPD def2/J DEFGRID3
* xyz -1 1
N 0.341 -0.486 0.981
O -1.311 2.587 1.555
O -1.255 2.123 -0.873
Si 0.703 -1.048 -0.545
S -1.549 1.638 0.465
H 0.128 -1.143 1.710
H -0.156 -0.495 -1.478
H 2.226 -0.617 -0.859
H 0.872 -2.559 -0.957
*
```

=====

two.
DFT (ωB97M-V/def2-TZVPD) results for a structure of composition H4NO2SSi.

HOMO in eV: -4.24
Orbital gap in eV: 8.26

```
! RIJCOSX wB97M-V def2-TZVPD def2/J DEFGRID3
* xyz -1 1
N 1.747 1.302 0.138
O 1.233 -1.292 -0.148
O 3.604 -0.292 -0.647
Si -0.164 -0.735 0.469
S 2.519 0.002 0.352
H 1.924 1.950 -0.586
H -0.026 -0.405 1.792
H -1.069 0.134 -0.369
H -1.251 -1.768 0.420
*
```

=====

three.
DFT (ωB97M-V/def2-TZVPD) results for a cluster of 2 separate species, H4NO2SSi in total.

HOMO in eV: -4.62
Orbital gap in eV: 8.44

```
! RIJCOSX wB97M-V def2-TZVPD def2/J DEFGRID3
* xyz -1 1
N 2.152 -1.081 -0.074
O -0.459 0.405 1.150
O 2.522 1.236 0.486
Si -1.616 0.304 0.056
S 1.530 0.311 -0.147
H 1.682 -1.825 -0.541
H -2.182 -1.057 0.300
H -2.622 1.403 0.091
H -1.007 0.304 -1.321
*
```

=====

Q: What are the energies relative to the best structure? A: one 0.739; two 0.000; three 0.095, in eV.

=====

one.
DFT (ωB97M-V/def2-TZVPD) results for an isolated molecule of C2H5NOS2.

HOMO in eV: -9.42
Structure (SMILES): CSC(=O)NS
Orbital gap in eV: 10.05

```
! RIJCOSX wB97M-V def2-TZVPD def2/J DEFGRID3
* xyz 0 1
C -2.048 -0.555 -0.087
S -0.335 -1.046 -0.145
C 0.365 0.616 -0.150
O -0.306 1.621 -0.165
N 1.757 0.651 -0.110
S 2.890 -0.591 -0.212
H -2.677 -1.434 0.016
H -2.190 0.233 0.675
H -2.423 -0.112 -1.018
H 2.085 1.576 0.213
H 2.882 -0.958 0.983
*
```

=====

two.
DFT (ωB97M-V/def2-TZVPD) results for an isolated molecule of C2H5NOS2.

HOMO in eV: -8.14
Structure (SMILES): COC(=S)NS
Orbital gap in eV: 8.73

```
! RIJCOSX wB97M-V def2-TZVPD def2/J DEFGRID3
* xyz 0 1
C 0.939 1.517 0.046
O -0.150 0.447 -0.079
C 0.298 -0.913 0.004
S 1.718 -1.608 -0.003
N -0.895 -1.611 -0.127
S -2.307 -0.719 0.039
H 1.180 1.383 1.120
H 0.416 2.551 -0.324
H 1.642 1.229 -0.630
H -0.999 -2.716 0.244
H -1.843 0.441 -0.290
*
```

=====

Q: What are the energies relative to the best structure? A: one 0.000; two 2.622, in eV.

=====

one.
DFT (ωB97M-V/def2-TZVPD) results for a cluster of 2 separate species, C9H16NO in total.

HOMO in eV: -12.10
Orbital gap in eV: 8.89

```
! RIJCOSX wB97M-V def2-TZVPD def2/J DEFGRID3
* xyz 1 1
C 2.306 0.093 1.296
C 2.339 1.198 0.272
N 2.292 -1.269 0.690
H 3.260 0.129 1.836
H 1.537 0.270 2.023
H 1.764 0.944 -0.617
H 3.313 1.654 0.073
H 3.169 -1.421 0.193
H 1.973 -1.993 1.333
H 1.617 -1.251 -0.077
H 1.825 2.119 0.594
C -1.596 2.830 -0.247
C -0.728 -1.355 -0.320
C -1.300 -0.777 0.801
C -0.304 -0.565 -1.391
C -1.534 0.601 0.812
C -0.839 0.722 -1.443
C -1.364 1.363 -0.336
O -0.706 -2.723 -0.397
H -1.457 -1.456 1.629
H -0.998 -3.146 -1.214
H 0.248 -0.932 -2.245
H -1.691 0.960 1.814
H -0.598 1.302 -2.323
H -2.581 3.123 0.129
H -1.543 3.372 -1.183
H -0.893 3.376 0.394
*
```

=====

two.
DFT (ωB97M-V/def2-TZVPD) results for a cluster of 2 separate species, C9H16NO in total.

HOMO in eV: -11.71
Orbital gap in eV: 8.43

```
! RIJCOSX wB97M-V def2-TZVPD def2/J DEFGRID3
* xyz 1 1
C 3.099 -0.191 0.600
C 2.493 1.099 1.096
N 2.111 -0.829 -0.386
H 3.999 -0.184 0.002
H 3.414 -0.931 1.322
H 1.458 1.009 1.445
H 2.730 1.850 0.333
H 2.200 -1.839 -0.456
H 1.189 -0.697 0.094
H 2.062 -0.503 -1.345
H 3.003 1.393 2.034
C -1.981 -0.368 -2.716
C -1.302 -1.240 -0.413
C -1.780 -0.262 -1.227
C -1.088 -0.975 0.944
C -2.161 0.976 -0.630
C -1.397 0.223 1.534
C -2.014 1.229 0.713
O -1.402 0.278 2.879
H -1.057 -2.258 -0.705
H -1.059 -1.889 1.566
H -1.553 0.451 -3.316
H -3.092 -0.323 -2.842
H -2.283 1.771 -1.413
H -2.490 2.142 1.048
H -1.544 1.161 3.253
H -1.555 -1.092 -3.413
*
```

=====

Q: What are the energies relative to the best structure? A: one 0.000; two 0.474, in eV.

=====

one.
DFT (ωB97M-V/def2-TZVPD) results for a cluster of 2 separate species, C9H16NO in total.

HOMO in eV: -11.52
Orbital gap in eV: 8.11

```
! RIJCOSX wB97M-V def2-TZVPD def2/J DEFGRID3
* xyz 1 1
C -3.134 -0.090 0.724
C -2.614 0.046 -0.785
N -2.310 0.963 1.411
H -4.178 -0.129 0.861
H -2.740 -1.203 1.030
H -1.564 -0.563 -0.928
H -2.321 1.073 -1.181
H -2.263 1.977 0.893
H -2.880 1.169 2.245
H -1.285 0.636 1.697
H -3.331 -0.707 -1.308
C 1.405 -2.625 -1.536
C 0.940 0.995 0.593
C 1.943 0.052 0.976
C 0.518 0.898 -0.710
C 2.054 -1.117 0.261
C 0.928 -0.062 -1.618
C 1.524 -1.269 -1.038
O 0.501 2.079 1.310
H 2.860 0.317 1.506
H 1.350 2.289 1.840
H 0.005 1.757 -1.219
H 2.815 -1.747 0.735
H 0.496 -0.095 -2.621
H 2.153 -3.261 -1.181
H 1.310 -3.031 -2.607
H 0.360 -2.826 -1.312
*
```

=====

two.
DFT (ωB97M-V/def2-TZVPD) results for a cluster of 2 separate species, C9H16NO in total.

HOMO in eV: -11.87
Orbital gap in eV: 8.30

```
! RIJCOSX wB97M-V def2-TZVPD def2/J DEFGRID3
* xyz 1 1
C 1.389 -1.103 0.323
C 1.799 -1.344 1.756
N 1.367 -2.446 -0.417
H 0.527 -0.492 0.081
H 2.158 -0.540 -0.194
H 1.274 -2.136 2.256
H 1.735 -0.398 2.293
H 2.324 -2.688 -0.500
H 0.739 -3.157 -0.052
H 1.073 -2.243 -1.378
H 2.878 -1.516 1.822
C -3.157 -0.174 -0.026
C 0.443 2.062 -0.616
C -0.182 1.478 -1.707
C -0.110 1.947 0.648
C -1.339 0.719 -1.513
C -1.423 1.467 0.775
C -1.966 0.729 -0.264
O 1.823 2.312 -0.597
H 2.064 3.128 -1.062
H 0.225 1.629 -2.700
H 0.366 2.227 1.566
H -1.816 0.348 -2.408
H -1.885 1.478 1.749
H -3.735 -0.243 -0.925
H -3.786 0.114 0.814
H -2.785 -1.158 0.277
*
```

=====

Q: What are the energies relative to the best structure? A: one 3.039; two 0.000, in eV.